DFT (ωB97M-V/def2-TZVPD) results for 6 unconnected molecules or ions with the total composition C20H55IN5O5.

Properties
* ΔE to the lowest compared entry with this formula, charge and spin: 43.38 kcal per mole
* charge: -1
* total energy: -47419.8551 eV
* LUMO level: 2.62 eV
* Kohn-Sham gap: 7.38 eV

```
86
Properties=species:S:1:pos:R:3:forces:R:3:mulliken_charge:R:1
H 31.83817 -4.45576 3.65062 0.0 0.4 0.1 0.322
C 39.31460 -3.30309 14.14768 0.4 2.1 -0.3 0.262
O 32.46525 -9.27382 9.64694 0.2 0.4 -0.2 -0.393
O 33.88252 -1.78225 16.57984 -0.3 0.3 0.9 -0.332
H 31.24680 -5.91703 7.56685 -0.7 0.3 0.0 0.208
N 35.80865 -7.88173 10.39643 0.4 0.5 -0.2 -0.627
N 36.75420 -3.59346 7.94087 1.2 0.0 -0.4 -0.466
H 37.44533 -2.81453 14.68919 -0.1 0.2 -0.1 0.178
H 36.72471 -2.09713 6.51450 0.2 -0.1 -0.3 0.317
I 35.52317 -4.13381 11.45592 -0.2 0.0 0.2 -0.753
N 33.98511 -4.17981 8.06967 0.9 0.5 0.1 -0.263
H 35.90376 -1.84708 13.26644 0.1 -0.3 -0.5 -0.183
H 34.02931 -4.34361 9.06531 0.3 -0.2 0.4 -0.152
H 33.16739 -5.58231 3.32067 0.0 -0.1 -0.4 0.305
H 39.27631 -2.29313 8.15356 0.3 -0.1 0.1 0.333
C 36.65016 -1.22004 8.47305 1.4 -0.1 -1.0 -1.217
H 34.21089 -4.66665 5.48738 0.3 -0.2 0.1 0.458
H 42.90710 -0.85211 15.07169 0.0 0.2 0.3 0.233
H 33.48414 -3.30635 7.99100 -0.1 0.3 -0.1 0.208
C 35.37810 -0.89654 14.95392 -0.4 -0.1 0.8 0.336
N 37.96183 -3.66059 14.49552 -0.3 0.0 1.3 -0.651
H 31.45164 -6.14107 3.52941 0.2 -0.2 -0.3 0.220
H 35.74497 -3.62723 7.92073 -0.4 0.0 -1.2 0.343
C 34.47804 -8.70552 12.15794 -0.5 -0.2 -0.6 -1.334
H 31.92320 -5.34245 9.08145 0.2 -0.1 0.1 0.403
H 32.15338 -9.18742 7.56940 0.2 -0.1 -0.1 0.291
H 36.77574 -3.65704 8.94864 1.1 0.1 0.6 0.083
H 35.63237 -1.48567 8.75879 0.1 0.0 -0.1 0.314
H 33.91701 -2.50095 14.67158 0.2 -0.4 -0.3 0.326
H 35.94381 -0.62335 15.84466 0.1 0.4 0.2 0.114
H 32.93727 -7.36434 10.23146 0.3 0.2 0.4 0.240
H 38.70954 -2.07151 12.45833 -0.3 -0.3 0.0 0.126
H 39.92995 -4.15579 14.43465 0.6 0.2 -0.4 0.258
H 35.34129 -9.02777 12.74023 0.2 -0.1 -0.4 0.350
H 36.56474 -0.37417 13.36274 0.0 0.2 0.0 0.240
O 39.12355 -3.11374 6.22853 -0.8 0.7 -0.4 -0.266
H 35.47447 -7.02687 10.81792 0.7 0.9 0.1 0.063
C 38.74308 -2.14434 7.21461 -1.1 -0.9 -0.2 -0.818
H 41.45168 0.19835 15.28598 -0.1 0.1 -0.3 0.278
H 39.27612 -1.12479 14.70412 -0.3 0.1 -0.1 0.315
H 35.10803 1.13342 14.40705 0.0 0.1 -0.2 0.379
H 35.90620 -7.65592 9.41685 0.2 0.0 -0.3 0.282
H 30.99528 -8.24250 8.49331 0.2 0.4 0.3 0.235
C 32.22884 -5.45171 3.85934 -0.2 0.1 -0.5 -0.825
C 37.23983 -2.27756 7.45800 -2.1 -0.3 1.6 0.544
C 31.61495 -9.13893 8.51589 -0.1 -0.4 0.8 -0.672
H 33.77631 0.54979 15.34925 -0.3 -0.2 -0.2 0.383
C 34.70043 -8.74792 10.61694 -1.5 0.0 0.9 0.154
H 30.92194 -9.97193 8.63402 0.0 -0.1 -0.4 0.304
H 31.44673 -4.12164 7.95509 -0.2 -0.1 -0.5 0.418
H 41.02237 -3.25317 6.67654 0.9 -0.1 -0.1 0.315
H 38.95574 -3.84848 12.09204 -0.4 0.3 -0.1 0.419
H 37.52767 -4.02964 13.66160 -0.3 -0.2 -0.1 0.192
C 34.62989 -2.17692 15.42981 -0.4 1.1 0.2 -0.550
H 32.26465 -3.04944 16.61749 -0.1 -0.5 0.2 0.282
H 34.92748 -9.77376 10.32676 -0.1 -0.1 -0.3 0.352
H 33.79094 -3.63403 17.47848 -0.2 -0.6 -0.5 0.302
H 35.33938 -2.94629 15.73440 0.1 -0.2 -0.4 0.483
H 40.69008 -3.70689 5.00762 -0.3 0.3 -0.2 0.232
H 38.87360 -1.11743 6.87324 0.5 0.2 -0.3 0.337
H 37.28017 -1.22404 9.36254 -0.1 0.0 0.2 0.199
H 33.69756 -6.17427 7.58419 0.1 0.0 -0.5 -0.082
O 32.41230 -5.70637 5.19661 0.4 0.7 1.8 -0.235
C 34.46357 0.26639 14.55209 0.4 -0.3 0.5 -1.490
H 34.29398 -7.67093 12.44750 -0.2 0.1 0.0 0.317
C 33.23709 -5.20675 7.38427 -0.6 1.9 0.6 0.661
H 41.70662 -1.13965 16.40371 0.5 0.3 0.4 0.319
C 40.45196 -2.98372 5.78765 0.0 -0.2 1.8 -0.763
C 39.30021 -2.96990 12.63751 1.5 -0.5 0.5 -1.155
H 33.78665 -7.92855 8.81480 0.2 -0.1 -0.2 -0.002
C 31.85463 -5.13070 8.01442 -0.2 -1.4 -0.2 -1.370
H 33.98568 0.01659 13.60481 -0.3 0.1 0.1 0.332
O 41.20717 -1.79288 14.57801 0.5 0.5 0.0 -0.293
H 32.83977 -2.46000 18.23677 -0.3 0.5 -0.3 0.249
H 40.31072 -2.77314 12.27935 0.2 0.1 -0.1 0.419
H 36.68999 -0.22559 8.02855 -0.1 0.3 0.1 0.428
C 39.87469 -2.00202 14.94967 -1.3 -2.0 -1.0 -0.713
C 33.21843 -4.73565 5.93278 -0.5 -2.0 -0.7 -0.964
H 32.79906 -3.73246 5.85637 -0.4 0.1 0.1 0.394
H 39.74996 -2.20014 16.01423 0.2 0.0 0.4 0.459
C 33.44188 -8.23066 9.80372 0.1 -1.3 0.1 -0.009
C 33.12354 -2.80516 17.24256 1.3 0.7 -0.5 -0.755
C 41.86175 -0.80745 15.37721 -0.5 -1.3 -0.2 -0.733
H 40.71270 -1.94729 5.57334 0.0 0.1 -0.6 0.293
H 33.63181 -9.32736 12.45006 -0.1 0.1 0.0 0.342
N 36.33122 -1.19282 13.90624 0.0 -0.4 0.0 -0.082
```
Positions in Å, forces in eV/Å.